# 1
5 unconnected molecules or ions with the total composition C13H38N8O6, computed with ωB97M-V/def2-TZVPD.

```
65
Properties=species:S:1:pos:R:3:forces:R:3:lowdin_spin:R:1
C 0.785115 0.407158 3.674904 0.229 -0.096 -0.112 0.002
C 2.290528 0.060663 3.518055 -1.320 -1.161 -1.953 0.001
C 2.605859 -0.365785 2.062013 -0.219 1.424 -1.715 0.003
O 2.437953 0.798073 1.219762 -1.591 0.448 -1.407 0.021
C 2.241703 0.593174 -0.236644 1.344 -1.294 1.220 0.051
N 3.178542 1.104845 3.847508 1.085 0.616 0.939 0.001
H 0.102486 -0.410311 3.442822 0.217 -0.294 -0.419 0.000
H 0.540343 1.254110 3.033924 -0.076 0.099 0.195 0.002
H 0.540976 0.609617 4.717742 0.268 0.459 0.092 0.000
H 2.412883 -0.889418 4.038141 0.594 0.071 0.812 0.000
H 1.942980 -1.142693 1.681102 -0.157 -0.265 0.309 0.001
H 3.633498 -0.591379 1.777122 0.346 -0.898 1.178 0.001
H 1.882819 1.465392 -0.783033 -0.031 0.202 0.663 0.028
H 1.656845 -0.290260 -0.492754 -0.845 0.108 0.520 0.005
H 3.203943 0.276574 -0.639089 0.414 0.498 -0.176 0.016
H 3.315022 1.760948 3.091868 -0.095 -0.105 -0.119 0.002
H 2.910351 1.652205 4.652853 -0.155 -0.099 0.061 0.001
C -4.173702 -0.795280 -5.785839 1.470 0.822 -1.387 0.003
O -4.051460 -2.103217 -5.309202 -0.666 -0.147 -0.685 0.001
C -4.706854 -2.231468 -4.118605 -1.868 -0.814 1.424 0.000
C -4.163965 -1.449572 -2.998042 2.510 -0.284 2.182 0.001
N -4.956829 -1.576466 -1.749182 0.460 0.920 -0.663 0.000
C -4.446904 -0.632516 -0.734888 0.887 -2.121 2.458 0.002
C -2.986410 -1.116569 -0.194789 -0.430 2.153 -1.565 0.002
O -2.754584 -0.804140 1.167778 -1.256 -1.405 -0.115 0.001
C -2.307116 0.441169 1.575987 1.132 0.365 0.285 0.007
H -5.073902 -0.212075 -5.591886 -0.316 -0.478 0.682 0.000
H -4.109985 -0.821148 -6.873669 0.106 -0.192 -0.118 0.000
H -3.290665 -0.255662 -5.443561 -0.163 0.513 0.045 0.001
H -4.729391 -3.271749 -3.793953 0.277 -0.203 -0.272 0.000
H -5.762315 -1.959317 -4.123331 -0.685 0.125 -0.970 0.000
H -3.789334 -0.442438 -3.180852 -0.712 0.439 -0.443 0.001
H -3.220912 -1.956721 -2.794171 0.403 0.025 0.293 0.001
H -5.898803 -1.329388 -2.017038 -0.397 0.150 0.319 0.000
H -4.878604 -0.795329 0.252648 -1.264 -0.340 -0.202 0.000
H -4.628529 0.433828 -0.869166 0.733 0.172 -0.798 0.002
H -2.293966 -0.607923 -0.865543 0.747 -0.064 0.238 0.001
H -2.850770 -2.191401 -0.314945 -0.446 0.074 0.072 0.000
H -1.275259 0.552238 1.242783 0.045 0.643 -0.467 0.003
H -2.199802 0.431864 2.660658 -0.329 -0.260 0.129 0.000
H -2.934266 1.302869 1.347366 -0.101 -0.041 -0.486 0.003
C 4.283253 -4.395980 2.720878 1.552 2.465 0.580 0.002
O 5.338806 -3.921507 2.414778 2.045 2.040 -0.248 0.001
N 3.295215 -3.875016 3.398706 -1.758 3.748 1.679 0.000
N 4.008744 -5.592432 2.483320 -1.237 -8.067 -2.024 0.000
H 3.399022 -2.875298 3.498163 -0.887 -0.039 0.402 0.000
H 2.474688 -4.419910 3.622177 0.200 0.879 0.114 0.000
H 3.056492 -5.884714 2.650343 0.693 -0.840 -0.209 0.000
H 4.789137 -6.219346 2.348936 -0.589 -0.165 -0.315 0.000
C 0.116782 1.583729 -3.026600 0.828 -0.666 -0.054 0.071
O -0.602091 0.608133 -3.071785 -0.787 -1.969 -1.138 0.010
N -0.288637 2.596158 -2.315935 -2.660 3.213 2.395 0.060
N 1.333329 1.707241 -3.566094 0.668 -0.644 -0.966 0.062
H 0.064843 3.515031 -2.090481 0.995 -0.174 -0.565 0.099
H -1.276955 2.535580 -2.116772 0.130 -0.171 0.302 0.018
H 1.625094 0.956508 -4.175499 0.359 0.230 0.339 0.015
H 1.943055 2.428676 -3.208512 0.424 0.163 -0.246 0.125
C 2.599007 4.593147 1.872038 -0.187 2.559 0.532 0.061
O 2.206366 4.701391 2.999316 -0.001 0.524 3.112 0.008
N 2.446535 3.609362 1.119853 -1.556 -8.022 -3.292 0.044
N 3.136366 5.508665 1.085474 1.797 4.729 0.338 0.050
H 2.354588 2.658818 1.448642 -0.534 0.111 0.001 0.002
H 2.678628 3.690967 0.140266 0.033 -0.481 -0.183 0.100
H 3.551482 6.293712 1.566603 -0.147 0.199 -0.740 0.005
H 3.268731 5.294580 0.107336 0.478 0.615 0.139 0.101
```
Positions in Å, forces in eV/Å.

Values from the calculation:
**Charge**: -1
**2S+1**: 2
**Electronic energy**: -38299.446 eV
**HOMO energy (spin up / spin down)**: 0.22 / -6.36 eV



# 2
A single C5H8O molecule, computed with ωB97M-V/def2-TZVPD.

```
14
Properties=species:S:1:pos:R:3:forces:R:3:mulliken_charge:R:1
C 1.485697 0.071109 -0.486793 0.086 0.047 -0.155 -0.695
C 0.621627 0.277153 0.737196 -0.027 0.019 0.148 -0.110
C -0.771243 0.822797 0.476233 -0.039 0.016 0.025 -0.569
C -1.403828 -0.209186 -0.489727 -0.205 0.225 -0.070 -0.455
O -0.569402 -1.362641 -0.515300 0.011 -0.064 -0.031 -0.435
C 0.662564 -1.056117 0.067689 0.205 -0.113 0.170 -0.041
H 1.171887 0.545417 -1.413975 0.000 -0.110 0.116 0.197
H 2.562732 0.021718 -0.347663 -0.198 -0.009 -0.008 0.273
H 1.081362 0.441249 1.707399 -0.061 -0.001 -0.191 0.350
H -0.753921 1.822483 0.027077 -0.016 -0.156 0.089 0.267
H -1.331217 0.887939 1.414046 0.072 -0.050 -0.119 0.298
H -1.496562 0.198216 -1.504940 0.077 -0.047 0.146 0.252
H -2.401077 -0.529249 -0.167468 0.143 0.079 -0.061 0.300
H 1.141381 -1.930891 0.496224 -0.047 0.164 -0.058 0.367
```
Positions in Å, forces in eV/Å.

Values from the calculation:
**Charge**: 0
**Electronic energy**: -7360.831 eV
**Energy relative to the best compared isomer or geometry (same formula, charge and spin)**: 32.8 kcal per mole
**HOMO energy**: -9.06 eV



# 3
3 unconnected molecules or ions with the total composition CH4N2O3, computed with ωB97M-V/def2-TZVPD.

```
10
Properties=species:S:1:pos:R:3:forces:R:3:mulliken_charge:R:1
C 5.880637 0.306927 0.199859 1.527 4.157 -0.395 -0.573
N -5.872650 0.361761 -0.664164 -0.011 -0.018 -0.034 -0.215
N -6.089349 -1.637455 0.526408 -1.165 -3.245 -2.084 -0.001
O -6.338366 1.402096 -0.086490 -0.111 -0.212 0.057 -0.510
O -6.444982 -2.660741 -0.100796 1.268 3.786 2.018 -0.391
O 5.791895 -0.925071 -0.040032 0.201 -2.671 -0.367 -0.763
H 6.541391 1.077864 -0.590135 -0.736 -1.171 0.437 0.085
H 6.396860 0.742907 1.113138 0.272 -0.749 0.506 0.109
H 4.964733 0.896608 0.246245 -1.176 0.433 -0.182 0.142
H -4.830170 0.435100 -0.604035 -0.070 -0.310 0.042 0.118
```
Positions in Å, forces in eV/Å.

Values from the calculation:
**Charge**: -2
**Electronic energy**: -10217.241 eV
**Energy relative to the best compared isomer or geometry (same formula, charge and spin)**: 29.6 kcal per mole
**HOMO energy (spin up / spin down)**: -0.15 / -0.64 eV



# 4
A molecular structure, C45H51ClCsN5O2, computed with ωB97M-V/def2-TZVPD.

```
105
Properties=species:S:1:pos:R:3:forces:R:3:mulliken_charge:R:1
Cs 1.152708 -0.181365 0.053384 0.801 -0.012 0.327 1.757
C -1.167659 1.487006 5.896582 -0.015 0.016 0.026 -0.706
C -2.082959 2.213553 4.905229 0.035 -0.003 -0.014 -1.153
C -1.464921 2.322913 3.545883 -0.067 -0.053 0.049 0.541
C -0.846429 3.396460 2.983923 0.076 -0.001 0.075 0.250
C -0.611511 4.743925 3.592260 0.023 0.003 -0.004 -1.115
C 0.804955 4.879546 4.161966 -0.026 -0.004 -0.022 -1.092
C -0.378107 2.955099 1.660897 -0.321 -0.013 0.161 0.088
N -0.708242 1.661045 1.486340 0.068 -0.093 -0.598 -0.361
C -1.374849 1.234630 2.560990 0.108 0.109 -0.042 -0.343
C -1.920611 -0.057545 2.695225 -0.110 0.032 0.149 0.161
C -1.977533 -1.078369 1.738113 -0.057 -0.112 -0.150 -0.122
C -2.533968 -2.425204 1.956425 -0.013 0.010 0.147 0.529
C -3.127766 -2.924855 3.238218 -0.037 0.038 -0.064 -1.130
C -4.568299 -2.443831 3.436679 -0.031 -0.025 0.073 -1.140
C -2.414310 -3.084553 0.778044 0.037 -0.054 -0.133 0.385
C -1.788405 -2.137409 -0.164580 -0.229 0.031 0.169 -0.103
C -1.540617 -2.401336 -1.516991 -0.122 -0.097 -0.190 0.163
C -0.993190 -1.553109 -2.500676 0.110 0.124 -0.039 -0.059
N -0.547021 -0.320128 -2.257714 -0.076 0.430 0.431 -0.703
C -0.051591 0.203222 -3.393524 -0.258 -0.149 -0.103 -0.013
C 0.471052 1.492004 -3.528252 -0.011 0.047 -0.151 0.181
C 0.600936 2.509057 -2.561682 -0.075 0.008 -0.008 -0.186
N 0.322723 2.361942 -1.257535 -0.138 -0.387 0.157 -0.181
C 0.481408 3.548032 -0.652985 -0.082 -0.031 -0.052 -0.253
C 0.190068 3.796735 0.701509 0.041 0.169 0.013 0.272
C 0.910347 4.547288 -1.632925 0.067 0.022 -0.023 0.161
C 0.988453 3.894571 -2.830047 0.045 0.032 0.021 0.008
C 1.312451 4.465880 -4.175868 -0.047 -0.012 0.011 -1.032
C 0.055585 4.774533 -4.996710 0.030 0.003 -0.048 -1.038
C 1.129958 6.003240 -1.358530 -0.044 -0.025 -0.006 -1.048
C -0.180833 6.796784 -1.338948 0.021 0.048 0.029 -1.043
C -0.210067 -0.777653 -4.479057 0.079 0.027 -0.036 0.203
C -0.788268 -1.873317 -3.921298 -0.040 -0.135 0.032 0.532
C -1.180063 -3.156157 -4.587284 -0.029 0.040 -0.003 -0.935
C -2.679213 -3.216709 -4.896041 -0.006 -0.051 -0.018 -1.188
C 0.274079 -0.611973 -5.886200 0.032 -0.015 -0.009 -1.204
C 1.773010 -0.907321 -6.008734 -0.034 0.015 0.007 -1.117
N -1.550671 -0.974195 0.468525 -0.044 0.249 -0.195 -0.513
C -2.752759 -4.511331 0.474350 0.002 -0.004 0.032 -1.033
C -1.513637 -5.411552 0.511758 -0.012 0.000 -0.011 -1.102
H -1.626773 1.399035 6.886179 -0.004 -0.012 0.000 0.432
H -0.222795 2.025331 6.000604 0.007 0.000 -0.005 0.114
H -0.936830 0.486048 5.528727 -0.003 -0.008 -0.002 0.032
H -2.316853 3.208907 5.296107 0.004 0.003 -0.012 0.376
H -3.034958 1.677493 4.837626 0.003 -0.012 0.008 0.359
H -1.341540 4.931321 4.386407 0.001 -0.012 -0.001 0.399
H -0.769799 5.524954 2.841789 -0.001 -0.009 -0.004 0.339
H 0.969913 4.140546 4.948420 0.005 -0.003 0.008 0.215
H 0.981603 5.876017 4.577687 0.000 0.005 0.003 0.391
H 1.542214 4.689941 3.381116 0.017 0.004 0.003 0.273
H -2.408056 -0.270027 3.644540 0.061 -0.035 0.017 0.232
H -2.516111 -2.589166 4.081173 -0.003 0.001 0.005 0.320
H -3.108268 -4.018594 3.260639 0.018 0.000 -0.011 0.452
H -4.617827 -1.354527 3.418446 0.022 0.012 -0.010 0.265
H -4.978972 -2.791619 4.389746 -0.012 0.003 -0.004 0.352
H -5.207602 -2.812056 2.632169 0.007 -0.010 -0.016 0.299
H -1.854135 -3.379590 -1.874112 0.063 -0.038 0.068 0.190
H 0.771726 1.759727 -4.539006 0.043 0.031 0.021 0.176
H 0.363229 4.818551 1.033059 0.017 -0.003 -0.011 0.136
H 1.936808 3.761985 -4.735022 0.002 -0.003 0.000 0.362
H 1.905182 5.379441 -4.063541 -0.005 0.001 0.013 0.380
H -0.545781 3.872654 -5.117389 -0.008 -0.001 0.001 0.254
H 0.306840 5.159451 -5.990087 -0.003 0.001 0.003 0.357
H -0.564232 5.515189 -4.488146 0.003 0.003 0.015 0.223
H 1.800375 6.430805 -2.111038 -0.003 -0.010 -0.009 0.419
H 1.633769 6.125182 -0.394667 0.001 0.001 0.001 0.365
H -0.681203 6.736969 -2.307114 0.005 -0.011 -0.010 0.217
H -0.010569 7.852351 -1.104401 -0.003 -0.002 -0.001 0.361
H -0.861200 6.382420 -0.593750 -0.007 -0.004 0.001 0.258
H -0.911383 -3.998395 -3.942460 0.001 -0.006 -0.001 0.354
H -0.613286 -3.288010 -5.514036 0.008 0.011 0.005 0.457
H -3.262288 -3.085170 -3.983571 0.004 0.005 0.010 0.264
H -2.958406 -4.172708 -5.349644 -0.006 0.004 -0.002 0.362
H -2.960186 -2.414494 -5.581280 0.006 0.010 -0.004 0.308
H 0.077640 0.408351 -6.230716 -0.001 0.003 0.010 0.387
H -0.284913 -1.271762 -6.557806 -0.002 -0.007 0.015 0.439
H 2.338251 -0.259251 -5.338339 0.020 0.001 -0.002 0.261
H 2.134248 -0.758766 -7.030679 0.001 0.001 -0.006 0.379
H 1.980858 -1.935884 -5.709522 0.008 -0.007 -0.001 0.287
H -3.218088 -4.578517 -0.513882 -0.001 0.001 -0.003 0.361
H -3.496403 -4.881766 1.187500 0.004 0.007 0.004 0.444
H -0.762880 -5.052041 -0.192596 0.010 -0.003 -0.002 0.253
H -1.756591 -6.448003 0.261334 -0.009 -0.003 -0.003 0.350
H -1.060108 -5.393166 1.504226 0.004 0.000 0.006 0.295
Cl 5.416883 -7.461070 0.309072 0.032 -0.091 -0.011 -0.311
C 4.831456 -5.821064 0.549783 -0.034 0.043 -0.054 0.186
C 5.015993 -5.197095 1.793955 -0.015 0.068 0.020 -0.376
C 4.557222 -3.928433 1.992947 -0.031 -0.057 0.100 -0.664
C 3.842780 -3.162519 0.983684 0.119 -0.063 -0.164 -0.005
O 3.378610 -2.041326 1.247074 -0.032 0.077 -0.049 -0.696
C 3.749358 -3.825761 -0.311745 0.073 -0.072 0.159 1.134
C 3.236449 -3.219661 -1.529765 -0.015 -0.107 -0.036 -0.196
O 2.883732 -2.079550 -1.753576 0.053 -0.089 0.112 -0.548
C 4.220315 -5.140551 -0.467699 0.012 0.023 0.017 -0.753
H 5.525230 -5.728890 2.589902 0.004 -0.019 -0.008 0.356
H 4.692793 -3.441158 2.951909 -0.013 0.014 -0.006 0.375
H 3.211740 -3.969232 -2.359734 -0.039 0.111 -0.089 0.145
H 4.106976 -5.617701 -1.436138 -0.004 -0.003 -0.007 0.275
C 1.965378 -0.534737 5.732753 -0.003 -0.045 0.039 -0.923
C 2.074360 0.083745 4.419771 -0.134 -0.116 -0.067 0.378
N 2.124273 0.524464 3.363595 0.095 0.243 -0.058 -0.292
H 2.838015 -1.157683 5.922811 0.000 0.003 0.004 0.341
H 1.072932 -1.158506 5.760237 0.005 0.000 0.008 0.228
H 1.886633 0.228038 6.505789 -0.002 -0.003 0.003 0.280
```
Positions in Å, forces in eV/Å.

Values from the calculation:
**Charge**: -2
**Electronic energy**: -72110.708 eV
**Energy relative to the best compared isomer or geometry (same formula, charge and spin)**: 1.9 kcal per mole
**HOMO energy**: -0.92 eV



Calculated strongest force on any atom (eV/Å), listed in the same order as above: 8.8 0.3 4.5 0.9